1.
34
Properties=species:S:1:pos:R:3:forces:R:3:mulliken_spin:R:1 method="wB97M-V/def2-TZVPD" homo_ha="-0.391 / -0.412" orbital_gap_ev="6.70 / 5.26" s_squared=6.05 spin_multiplicity=5 de_lowest_ev=0.167 charge=+1
Os 0.331 -0.202 -0.845 -0.3 1.1 -1.4 2.579
I 2.717 1.248 3.934 -0.3 -0.3 0.0 0.056
C 1.371 -0.269 3.490 0.4 0.5 0.2 0.231
C 0.928 -1.150 4.457 0.0 0.0 0.0 -0.098
C 0.012 -2.141 4.147 -0.1 -0.3 0.5 0.275
I -0.612 -3.397 5.692 0.1 0.3 -0.3 0.056
C -0.482 -2.311 2.813 0.0 0.1 -0.4 -0.014
C -1.408 -3.291 2.427 0.0 0.0 0.0 0.057
C -1.778 -3.388 1.107 0.1 0.0 0.1 -0.019
C -1.229 -2.518 0.175 0.0 -0.1 -0.1 -0.020
N -0.370 -1.553 0.513 -0.3 -0.6 0.6 0.024
C -0.002 -1.441 1.815 -0.2 -0.3 0.0 0.000
C 0.909 -0.351 2.133 0.1 0.3 -0.2 0.147
O 1.256 0.467 1.254 -0.2 -0.3 0.2 0.351
H 1.295 -1.061 5.470 0.0 0.0 0.0 0.001
H -1.817 -3.964 3.168 0.0 0.0 0.0 0.009
H -2.486 -4.133 0.774 0.0 0.0 0.0 0.001
H -1.477 -2.603 -0.876 0.0 0.1 0.0 -0.011
O 1.118 1.204 -2.036 0.5 -0.4 0.3 0.061
N 0.394 2.279 -2.389 -0.8 0.4 -0.1 0.000
C 1.053 3.287 -2.997 0.2 0.0 -0.1 0.007
C 0.383 4.389 -3.442 0.0 0.0 0.0 0.001
C -1.003 4.457 -3.273 0.0 -0.1 0.0 0.008
C -1.654 3.428 -2.637 0.1 0.1 -0.1 -0.001
C -0.940 2.324 -2.159 0.2 -0.1 0.0 0.021
S -1.702 1.062 -1.269 0.5 -0.4 0.4 0.111
H 2.117 3.138 -3.107 0.0 -0.1 0.0 0.001
H 0.933 5.188 -3.917 0.0 0.0 0.0 0.000
H -1.554 5.310 -3.642 0.0 0.0 0.0 0.001
H -2.723 3.438 -2.481 0.0 0.0 0.0 0.002
I 0.412 -2.168 -3.378 0.0 0.0 0.1 0.110
C 1.633 -1.603 -1.700 -0.1 0.3 0.4 0.035
H 2.546 -1.169 -2.096 0.0 -0.1 -0.1 0.011
H 1.829 -2.506 -1.126 0.0 -0.1 -0.1 0.007

2.
12
Properties=species:S:1:pos:R:3:forces:R:3:mulliken_charge:R:1 method="wB97M-V/def2-TZVPD" homo_ha=-0.513 orbital_gap_ev=9.06 spin_multiplicity=1 de_lowest_ev=4.944 charge=+1
C 1.246 0.141 -0.149 -1.2 -2.8 -0.9 -0.425
C 0.514 -1.045 0.266 -2.8 -2.1 3.3 -0.291
C -1.168 0.979 0.116 0.8 0.5 0.0 -0.722
N -0.226 0.030 -0.507 1.7 -0.1 0.4 -0.034
I 0.630 -3.053 -0.502 0.1 1.3 0.2 0.266
H 1.455 0.764 0.613 0.7 2.6 2.1 0.270
H 1.985 -0.074 -0.876 0.4 0.5 -1.0 0.314
H -0.131 -1.255 1.933 1.6 0.9 -4.1 0.331
H -2.186 0.523 0.088 0.9 0.4 0.7 0.283
H -0.603 1.177 1.082 -1.9 0.2 -0.8 0.325
H -1.168 1.867 -0.569 0.0 -0.5 0.9 0.325
H -0.348 -0.055 -1.494 -0.2 -0.8 -0.8 0.358

3.
14
Properties=species:S:1:pos:R:3:forces:R:3:mulliken_charge:R:1 method="wB97M-V/def2-TZVPD" homo_ha="-0.545 / -0.545" orbital_gap_ev="9.29 / 9.29" spin_multiplicity=1 de_lowest_ev=6.805 charge=+1
C 2.797 0.652 0.738 3.1 -1.1 1.7 -0.217
C -1.434 -1.069 0.927 -1.0 1.1 -0.5 -0.210
C 1.905 0.232 -0.374 1.3 2.5 -3.5 0.205
C -1.309 0.914 -0.484 0.9 -0.9 -0.9 -0.766
N 1.211 -2.005 -0.285 -0.4 -0.6 -0.1 -0.302
N 1.142 -0.899 -0.232 -0.2 -1.5 0.4 0.604
N -0.782 -0.222 0.296 -0.1 1.2 -0.6 -0.208
O 1.775 1.296 0.514 -3.0 2.0 1.0 0.008
H -0.923 -1.828 1.369 1.8 -2.4 1.3 0.266
H -2.485 -1.162 1.094 -1.0 0.6 -0.3 0.312
H 2.116 0.677 -1.384 -0.5 -1.6 0.7 0.402
H -1.142 1.845 0.117 -1.0 -0.8 -0.6 0.305
H -2.298 0.605 -0.961 1.0 1.1 1.1 0.364
H -0.572 0.965 -1.335 -0.9 0.3 0.5 0.237

4.
8
Properties=species:S:1:pos:R:3:forces:R:3:mulliken_charge:R:1 method="wB97M-V/def2-TZVPD" homo_ha="-0.327 / -0.328" orbital_gap_ev="7.89 / 7.89" spin_multiplicity=1 de_lowest_ev=4.029
C -0.837 0.037 1.545 0.8 -1.2 2.5 0.061
C 0.019 -0.394 0.391 -2.5 -2.0 1.9 -0.069
O 1.241 -0.715 0.765 1.8 -0.3 1.9 -0.195
O 1.254 -1.041 2.197 1.5 -0.9 -0.4 -0.141
P -0.089 -0.762 3.015 -2.5 2.5 -3.2 0.261
Cl -2.471 0.610 1.267 1.3 -0.3 0.3 -0.114
Cl -0.890 -1.950 -0.222 0.2 0.1 -0.5 -0.226
H 0.249 0.148 -0.437 -0.5 2.0 -2.6 0.423

5.
14
Properties=species:S:1:pos:R:3:forces:R:3:mulliken_spin:R:1 method="wB97M-V/def2-TZVPD" homo_ha="-0.236 / -0.312" orbital_gap_ev="5.77 / 7.71" s_squared=15.78 spin_multiplicity=8 de_lowest_ev=0.000
C 0.467 -2.453 -0.606 -1.1 1.1 -1.0 0.465
O -0.843 -2.150 -0.841 1.2 0.2 0.6 0.160
H 0.653 -3.432 -0.134 0.0 0.6 0.5 0.019
H 1.109 -2.330 -1.496 0.0 0.1 0.2 0.016
H 1.136 -1.096 0.120 -0.6 0.5 1.2 -0.119
O -2.057 1.817 -0.302 -0.1 1.0 0.0 -0.017
C -0.865 2.028 0.281 0.3 0.0 0.3 0.003
O -0.323 0.679 0.520 -0.6 -0.5 -0.3 -0.009
C 1.038 0.462 0.700 0.5 -1.1 -1.5 0.428
Sm -2.305 -0.335 -0.630 0.6 -1.3 0.0 6.059
H -0.918 2.483 1.291 -0.1 0.2 -0.3 -0.003
H -0.128 2.566 -0.348 -0.2 -0.1 0.1 0.002
H 1.644 0.780 -0.154 -0.2 0.4 -0.1 -0.016
H 1.392 0.981 1.598 0.2 -0.8 0.3 0.012

6.
18
Properties=species:S:1:pos:R:3:forces:R:3:mulliken_charge:R:1 method="wB97M-V/def2-TZVPD" homo_ha=-0.361 orbital_gap_ev=10.51 spin_multiplicity=1 de_lowest_ev=2.219
C 1.795 0.190 0.019 -0.7 0.7 1.3 -0.378
N 1.433 -1.903 1.862 0.4 0.8 0.1 -0.614
C 1.644 -2.066 0.449 0.8 0.6 -0.9 0.062
N 1.848 -1.169 -0.453 -0.4 -1.8 2.0 -0.423
H 0.718 0.506 -0.021 0.9 0.0 0.0 -0.089
H 2.358 0.823 -0.655 0.1 0.2 0.0 0.260
H 2.155 0.303 1.093 -0.4 0.0 -1.4 0.324
H 0.631 -2.441 2.141 -0.4 -0.2 0.0 0.249
H 2.213 -2.319 2.375 -0.1 0.2 -0.2 0.231
H 1.723 -3.107 0.202 -0.1 -0.5 -0.9 0.358
O -3.290 0.380 -1.515 1.7 1.7 0.3 -0.562
C -2.332 1.128 -1.325 -0.5 -1.8 0.1 0.735
O -1.299 1.198 -2.227 -0.7 0.6 1.4 -0.426
C -2.072 1.871 -0.009 0.7 -0.2 -1.1 -0.854
H -1.487 0.522 -2.874 -0.2 -0.4 -0.6 0.328
H -1.628 2.863 -0.163 0.0 -0.3 0.0 0.291
H -1.401 1.263 0.624 -0.2 0.2 -0.4 0.183
H -3.010 1.958 0.477 -0.8 0.1 0.5 0.323

no.,F_max (eV/Å)
1,1.8
2,4.8
3,4.5
4,4.8
5,1.9
6,2.7